[1]
{
  "formula": "C20H31GeI2N2O4SiTa",
  "method": "wB97M-V/def2-TZVPD",
  "charge": 2,
  "molar_mass_da": 898.9,
  "de_lowest_kj_mol": 479.6,
  "gap_ev": 6.25,
  "largest_force_ha_per_bohr": 0.009,
  "species": ["Ta", "I", "C", "C", "C", "I", "C", "O", "C", "C", "N", "C", "C", "C", "C", "C", "C", "N", "C", "H", "H", "H", "H", "H", "H", "H", "H", "H", "H", "H", "O", "O", "C", "Ge", "C", "C", "C", "H", "H", "H", "H", "H", "H", "H", "H", "H", "H", "H", "C", "Si", "C", "C", "O", "H", "H", "H", "H", "H", "H", "H", "H", "H"],
  "positions_angstrom": [[0.122929, -0.633470, 0.088823], [7.200419, 2.058632, -1.329307], [5.303370, 1.218427, -1.238908], [5.154499, -0.157554, -1.179734], [3.862746, -0.669306, -1.176201], [3.484453, -2.635416, -0.686847], [2.722802, 0.125174, -1.220620], [1.494268, -0.433523, -1.270549], [2.891963, 1.503805, -1.111907], [1.672608, 2.325220, -0.808193], [0.947852, 1.711115, 0.332993], [1.621058, 1.863887, 1.626070], [1.041602, 0.919459, 2.650303], [1.129128, 1.199555, 4.001661], [0.639285, 0.287642, 4.922655], [0.072646, -0.898120, 4.476287], [0.018037, -1.129088, 3.121163], [0.483394, -0.235768, 2.224871], [4.173849, 2.032538, -1.150018], [6.017560, -0.807277, -1.124196], [0.982863, 2.343612, -1.654037], [1.957975, 3.356031, -0.585832], [0.029994, 2.143272, 0.390806], [1.565919, 2.887476, 2.004953], [2.681012, 1.625212, 1.495525], [1.577376, 2.129165, 4.325043], [0.698697, 0.500210, 5.981915], [-0.317267, -1.634543, 5.163577], [-0.392219, -2.044481, 2.714210], [4.301558, 3.106053, -1.079346], [1.049603, -2.415716, 0.604296], [2.438919, -2.167578, 0.906296], [-2.952902, -3.013432, -3.039041], [-1.286496, -2.127406, -2.579980], [0.286091, -3.046889, -3.280768], [-1.284669, -0.266013, -3.203038], [-1.183090, -2.159064, -0.555198], [-3.084105, -3.005202, -4.121227], [-3.800707, -2.501234, -2.584995], [-2.946593, -4.048383, -2.699634], [0.189385, -3.160727, -4.360714], [0.393900, -4.039803, -2.843760], [1.186874, -2.464389, -3.085048], [-1.510439, -0.256897, -4.270239], [-0.309663, 0.208709, -3.076561], [-2.043722, 0.329263, -2.696836], [-0.885295, -3.183306, -0.322429], [-2.220563, -1.998406, -0.254415], [-3.870957, 1.496499, -0.830378], [-2.894803, 1.065609, 0.681287], [-2.420676, 2.566317, 1.682274], [-3.699913, -0.237331, 1.731020], [-1.399198, 0.451594, 0.151086], [-4.800473, 1.999832, -0.555275], [-4.141174, 0.604768, -1.399738], [-3.315670, 2.169738, -1.486704], [-3.307652, 3.023354, 2.126271], [-1.945961, 3.337142, 1.068186], [-1.750253, 2.309786, 2.508437], [-4.486099, 0.202428, 2.348077], [-2.984878, -0.711219, 2.409018], [-4.159218, -1.019961, 1.124599]],
  "forces_ev_per_a": [[0.15, -0.38, 0.24], [-0.04, -0.01, 0.00], [0.09, 0.03, 0.00], [0.00, 0.00, 0.00], [0.02, -0.08, 0.01], [0.01, -0.05, 0.00], [-0.06, 0.12, 0.03], [-0.02, -0.03, -0.05], [-0.01, -0.01, 0.00], [-0.03, 0.01, -0.03], [-0.01, 0.03, 0.04], [-0.01, -0.05, 0.03], [-0.03, -0.05, 0.09], [-0.01, -0.01, -0.03], [0.00, 0.01, 0.03], [-0.01, -0.03, -0.03], [0.01, 0.02, 0.03], [0.09, 0.16, -0.18], [-0.03, 0.00, 0.01], [0.00, 0.00, 0.00], [0.00, -0.02, 0.00], [-0.01, 0.00, -0.01], [0.01, 0.02, 0.03], [0.02, 0.01, -0.02], [0.00, -0.01, 0.01], [0.00, 0.00, 0.00], [0.00, 0.00, 0.00], [0.00, 0.00, 0.00], [-0.01, -0.02, 0.02], [-0.01, 0.00, 0.00], [-0.18, 0.13, 0.11], [-0.05, 0.10, -0.15], [0.04, 0.00, -0.01], [0.00, 0.07, -0.04], [-0.02, 0.00, 0.01], [-0.01, -0.04, -0.01], [0.03, 0.11, -0.08], [-0.01, -0.01, 0.00], [0.00, 0.00, 0.00], [0.00, 0.00, 0.01], [0.01, -0.01, 0.00], [-0.01, 0.00, 0.01], [0.00, 0.00, -0.01], [0.00, 0.00, 0.00], [-0.01, 0.01, 0.01], [0.00, 0.00, 0.00], [0.03, 0.01, 0.02], [0.01, 0.01, 0.03], [0.01, 0.00, 0.02], [-0.18, 0.10, 0.00], [0.01, -0.03, 0.00], [0.06, -0.02, -0.01], [0.18, -0.15, -0.11], [0.00, -0.01, 0.01], [0.00, 0.00, 0.00], [-0.01, 0.00, -0.01], [0.00, 0.01, -0.01], [0.00, 0.00, 0.00], [0.00, 0.00, 0.00], [-0.02, 0.00, -0.02], [-0.01, 0.02, 0.02], [0.00, -0.01, 0.01]]
}

=====

[2]
{
  "formula": "C6H10N2O",
  "method": "wB97M-V/def2-TZVPD",
  "charge": 0,
  "molar_mass_da": 126.2,
  "de_lowest_kj_mol": 518.1,
  "gap_ev": 9.80,
  "smiles": "NC[C@@]1(N)[C@@H]2C=C[C@H]1O2",
  "largest_force_ha_per_bohr": 0.102,
  "species": ["C", "C", "C", "C", "C", "C", "H", "H", "H", "H", "H", "H", "H", "H", "H", "H", "N", "N", "O"],
  "positions_angstrom": [[-0.554273, -0.948145, -1.414392], [0.161762, 0.039288, -0.355318], [-0.321856, 1.658504, -0.333532], [-0.652685, -0.010560, 0.844507], [0.181087, 0.932550, 1.749465], [0.530862, 1.954079, 0.890955], [0.196133, -2.464056, -0.582161], [-1.475612, -2.199574, -0.073420], [0.141621, -1.100389, -2.267382], [-1.393966, -0.484911, -1.643572], [2.138330, -0.764175, -0.893409], [1.983325, 0.158069, 0.641392], [-0.351285, 2.516784, -1.063331], [-1.112706, -0.972840, 1.361190], [0.328027, 0.517573, 2.743319], [1.043320, 2.946902, 1.179310], [-0.829224, -2.236451, -0.897363], [1.525250, -0.482123, -0.075232], [-1.538111, 0.939476, 0.188972]],
  "forces_ev_per_a": [[4.51, 0.43, 0.68], [2.41, -3.16, -3.46], [1.16, -2.67, 0.86], [-0.96, 1.43, 2.33], [-0.14, 0.17, -0.94], [-1.25, 0.86, 3.50], [-2.85, -0.51, 0.06], [1.11, -0.16, -1.05], [-0.60, 0.42, 0.19], [-3.79, 2.12, -1.71], [-1.15, 1.03, 1.38], [-0.38, -1.42, -1.67], [-0.62, -1.60, 0.34], [0.89, 2.27, -1.39], [0.67, 1.12, 0.09], [-0.76, -1.91, -0.74], [2.31, -1.44, 1.69], [0.57, 0.98, -0.50], [-1.15, 2.05, 0.32]]
}

=====

[3]
{
  "formula": "C3H5N2",
  "method": "wB97M-V/def2-TZVPD",
  "charge": 1,
  "molar_mass_da": 69.1,
  "de_lowest_kj_mol": 481.9,
  "gap_ev": [9.27, 9.27],
  "smiles": "C#C/[NH+]=C/N",
  "largest_force_ha_per_bohr": 0.233,
  "species": ["C", "C", "C", "N", "N", "H", "H", "H", "H", "H"],
  "positions_angstrom": [[-3.245385, -0.297824, -0.156011], [-1.920947, 0.192575, -0.026286], [0.489590, -0.159519, 0.378311], [1.737771, 0.127157, 0.126607], [-0.538439, 0.541128, -0.034870], [-4.339967, -0.549771, -0.162256], [0.041139, -1.013442, 1.018488], [2.563338, -0.411082, 0.406517], [1.925704, 0.738265, -0.601744], [-0.293458, 1.380290, -0.558679]],
  "forces_ev_per_a": [[11.17, 4.18, 1.07], [-10.05, -4.18, -0.79], [-2.14, -2.65, 2.13], [0.04, -1.48, 1.07], [-1.60, 0.97, -1.40], [1.64, 0.44, 0.10], [1.94, 0.98, -0.89], [-0.91, -0.03, 0.29], [0.46, 1.67, -1.50], [-0.55, 0.09, -0.07]]
}

=====

[4]
{
  "formula": "C20H25NO3S",
  "method": "wB97M-V/def2-TZVPD",
  "charge": 0,
  "molar_mass_da": 359.5,
  "de_lowest_kj_mol": 402.6,
  "gap_ev": 8.85,
  "smiles": "CCC1(CC)CS(=O)(=O)c2ccc(N)cc2[C@@H](c2ccccc2)[C@H]1O",
  "largest_force_ha_per_bohr": 0.083,
  "species": ["O", "O", "O", "C", "C", "C", "C", "C", "C", "C", "C", "C", "C", "C", "C", "N", "C", "C", "C", "C", "C", "C", "C", "C", "S", "H", "H", "H", "H", "H", "H", "H", "H", "H", "H", "H", "H", "H", "H", "H", "H", "H", "H", "H", "H", "H", "H", "H", "H", "H"],
  "positions_angstrom": [[0.715945, -2.370386, 1.793212], [-1.507085, -3.339479, 2.198295], [1.807745, -0.623275, 0.267465], [2.276948, 4.316659, 0.751909], [2.331994, 3.286809, 1.712077], [1.584746, 4.153673, -0.436313], [-2.772505, 0.589899, 3.233498], [1.660618, 2.102268, 1.448883], [0.797533, 2.944880, -0.650485], [-1.546269, 1.697624, 1.435164], [-2.281631, -0.665128, 2.833278], [-2.369250, 1.744400, 2.587586], [0.899272, 1.935454, 0.288451], [-0.985104, 0.504355, 1.081670], [-1.311054, -0.688693, 1.822148], [-2.879244, 2.933095, 2.999316], [1.100056, -4.122729, -2.381065], [0.289930, -0.841728, -3.632598], [1.398164, -2.725580, -1.644930], [-0.475591, -1.396080, -2.467340], [0.244308, -1.693968, -1.181546], [-0.857894, -2.479912, -0.309549], [-0.072043, 0.634463, -0.038594], [0.828892, -0.416433, -0.619286], [-0.676202, -2.395888, 1.416225], [1.546288, -1.119296, 1.081463], [2.956632, 5.165472, 0.927393], [2.905633, 3.344356, 2.661648], [1.660924, 4.883421, -1.222791], [-3.322117, 0.606055, 4.103444], [1.924239, 1.309748, 2.104261], [0.283857, 2.962855, -1.570799], [-1.463733, 2.690444, 1.034689], [-2.601881, -1.578633, 3.527056], [-3.002220, 3.607524, 2.256573], [-3.456974, 3.020945, 3.766879], [0.630264, -3.905207, -3.413610], [2.032946, -4.637410, -2.534481], [0.517494, -4.855182, -1.799517], [-0.170785, -0.940098, -4.561348], [0.421431, 0.314719, -3.471122], [1.330545, -1.192067, -3.829903], [1.966470, -2.905718, -0.796996], [2.147781, -2.253351, -2.291653], [-1.321737, -0.746079, -2.369652], [-0.796015, -2.411440, -2.768730], [-1.003514, -3.463535, -0.623606], [-1.835942, -1.968393, -0.453527], [-0.802215, 0.930740, -0.817249], [1.250352, 0.055828, -1.445893]],
  "forces_ev_per_a": [[0.67, -0.67, -0.07], [1.01, 1.25, -2.15], [3.37, -0.63, 2.14], [1.06, 0.13, 0.39], [-0.45, -0.15, -0.30], [-0.76, -1.79, 0.53], [1.96, -1.69, -1.42], [0.60, 0.52, -0.34], [2.76, 2.61, 1.56], [-2.14, 0.14, 2.80], [0.00, -0.33, 1.78], [-0.61, -0.86, -0.57], [-2.18, -1.35, -1.56], [-0.33, -1.92, 1.78], [-0.59, -0.83, -0.82], [1.32, 1.32, -2.04], [-1.24, 1.83, -0.39], [2.76, 3.13, 1.02], [-0.60, -0.29, -0.73], [-0.49, -1.62, -1.28], [-0.25, -2.26, -0.88], [-0.01, 2.69, -0.77], [0.95, 2.39, -1.50], [-1.56, -1.05, 1.24], [-1.60, 0.96, 3.70], [-0.09, 0.21, -1.00], [-0.67, -0.15, -0.28], [-0.33, 0.23, -0.96], [-0.15, 0.27, -0.08], [-1.49, 0.33, 1.66], [-0.58, -0.87, 0.45], [-0.86, -0.74, -0.76], [0.87, -0.13, -0.90], [0.95, 1.85, -2.18], [0.00, 0.16, 0.49], [-1.32, -0.08, 1.50], [0.60, -0.66, 1.63], [0.57, 0.13, -0.22], [-0.26, 0.56, -0.23], [-1.32, -0.26, -1.40], [-0.18, -1.92, -0.43], [-0.75, -0.06, 0.58], [0.98, -0.70, 1.87], [-0.51, 0.43, 0.07], [-0.84, 0.12, 0.43], [-0.62, 0.58, -0.12], [0.10, -1.78, -0.44], [0.49, -0.30, 0.00], [0.75, 0.38, -0.24], [1.01, 0.83, -1.57]]
}